# 1
C48H56F2MoNO3PS | the ωB97M-V functional and the def2-TZVPD basis

Atoms and positions in Å:
Mo (0.193, 0.100, 0.259)
C (-2.965, 1.048, 7.027)
C (-3.706, 1.205, 5.690)
C (-5.048, 0.461, 5.758)
C (-3.989, 2.689, 5.465)
C (-2.842, 0.611, 4.578)
C (-2.353, 1.372, 3.544)
C (-1.543, 0.772, 2.568)
N (-0.990, 1.341, 1.426)
C (-1.071, 2.639, 1.002)
C (-1.442, 3.794, 1.718)
C (-1.530, 4.996, 1.064)
C (-1.269, 5.027, -0.325)
C (-0.833, 3.942, -1.067)
C (-0.660, 2.753, -0.355)
O (-0.120, 1.644, -0.866)
C (-0.604, 4.006, -2.580)
C (0.844, 3.634, -2.928)
C (-0.878, 5.405, -3.129)
C (-1.563, 3.019, -3.266)
C (-1.894, 6.259, 1.851)
C (-2.024, 7.485, 0.947)
C (-3.232, 6.048, 2.574)
C (-0.792, 6.533, 2.887)
C (-1.294, -0.610, 2.609)
O (-0.615, -1.085, 1.546)
C (-1.814, -1.418, 3.621)
C (-2.546, -0.765, 4.598)
C (-1.620, -2.937, 3.606)
C (-0.122, -3.273, 3.600)
C (-2.253, -3.608, 4.827)
C (-2.287, -3.513, 2.346)
H (-3.562, 1.470, 7.839)
H (-2.003, 1.567, 7.002)
H (-2.777, -0.002, 7.260)
H (-5.688, 0.918, 6.517)
H (-4.920, -0.590, 6.026)
H (-5.570, 0.507, 4.799)
H (-4.604, 3.066, 6.284)
H (-4.536, 2.861, 4.533)
H (-3.068, 3.280, 5.448)
H (-2.646, 2.400, 3.461)
H (-1.598, 3.746, 2.781)
H (-1.410, 5.962, -0.844)
H (1.549, 4.280, -2.397)
H (1.006, 3.770, -4.000)
H (1.062, 2.596, -2.684)
H (-0.215, 6.154, -2.688)
H (-1.914, 5.713, -2.963)
H (-0.704, 5.403, -4.206)
H (-1.377, 1.993, -2.950)
H (-1.430, 3.068, -4.349)
H (-2.602, 3.270, -3.039)
H (-2.819, 7.361, 0.207)
H (-1.090, 7.704, 0.423)
H (-2.270, 8.357, 1.555)
H (-4.022, 5.792, 1.865)
H (-3.522, 6.963, 3.095)
H (-3.171, 5.249, 3.318)
H (0.175, 6.671, 2.397)
H (-0.697, 5.711, 3.600)
H (-1.024, 7.441, 3.448)
H (-2.943, -1.352, 5.412)
H (0.379, -2.817, 4.459)
H (0.355, -2.917, 2.686)
H (0.017, -4.356, 3.658)
H (-1.799, -3.264, 5.760)
H (-2.097, -4.685, 4.760)
H (-3.330, -3.434, 4.875)
H (-1.825, -3.130, 1.436)
H (-3.349, -3.258, 2.322)
H (-2.198, -4.603, 2.344)
S (1.858, 0.982, 2.598)
C (1.998, -0.148, 1.349)
F (-2.229, -0.681, -0.733)
C (-0.960, -1.070, -1.107)
F (-0.796, -0.708, -2.401)
H (-0.900, -2.154, -1.046)
O (1.637, -0.370, -1.264)
P (3.144, -0.501, -1.049)
C (4.055, 0.915, -1.617)
C (5.305, 0.764, -2.215)
C (6.062, 1.889, -2.509)
C (5.573, 3.151, -2.199)
C (4.328, 3.300, -1.601)
C (3.564, 2.183, -1.304)
C (3.395, -0.582, 0.730)
C (4.664, -0.163, 1.327)
C (5.005, -0.561, 2.560)
C (4.217, -1.538, 3.288)
C (3.122, -2.086, 2.749)
C (2.572, -1.601, 1.486)
C (3.771, -1.972, -1.814)
C (4.641, -2.835, -1.151)
C (5.097, -3.974, -1.800)
C (4.685, -4.242, -3.097)
C (3.816, -3.381, -3.758)
C (3.354, -2.242, -3.121)
H (5.676, -0.225, -2.461)
H (7.030, 1.781, -2.981)
H (6.166, 4.027, -2.430)
H (3.952, 4.289, -1.370)
H (2.589, 2.292, -0.847)
H (5.323, 0.471, 0.747)
H (5.935, -0.214, 2.992)
H (4.585, -1.895, 4.242)
H (2.620, -2.916, 3.231)
H (1.979, -2.303, 0.911)
H (4.960, -2.620, -0.136)
H (5.770, -4.651, -1.291)
H (5.041, -5.133, -3.598)
H (3.497, -3.600, -4.768)
H (2.663, -1.573, -3.621)

Output
2S+1: 4
Maximum force: 1.2 eV Å⁻¹
Net charge: +1
LUMO level (alpha / beta): -3.21 / -4.94 eV
E: -85727.6139 eV
<S²>: 3.788

---

# 2
C48H56FN7O6S | the ωB97M-V functional and the def2-TZVPD basis

Atoms and positions in Å:
C (-5.466, -0.607, 3.270)
C (-4.855, 0.415, 3.402)
C (-4.031, 1.602, 3.354)
O (-2.966, 1.661, 3.903)
O (-4.535, 2.690, 2.685)
C (-4.532, 2.638, 1.265)
F (-5.263, 1.546, 0.848)
C (-5.188, 3.936, 0.765)
C (-6.546, 3.734, 0.084)
C (-7.632, 3.119, 0.990)
C (-8.435, 1.980, 0.304)
C (-8.156, 0.568, 0.873)
O (-9.298, -0.057, 1.429)
C (-10.281, -0.419, 0.475)
C (-3.109, 2.446, 0.741)
C (-3.065, 2.232, -0.796)
C (-2.305, 0.976, -1.220)
S (-3.101, -0.524, -0.720)
O (-2.725, -0.841, 0.625)
O (-4.489, -0.523, -1.062)
O (-2.349, -1.523, -1.722)
H (-5.948, -1.556, 3.219)
H (-4.489, 4.436, 0.093)
H (-5.319, 4.607, 1.616)
H (-6.884, 4.726, -0.228)
H (-6.406, 3.166, -0.837)
H (-7.186, 2.723, 1.902)
H (-8.333, 3.900, 1.284)
H (-9.502, 2.180, 0.408)
H (-8.213, 1.977, -0.764)
H (-7.715, -0.060, 0.089)
H (-7.429, 0.626, 1.679)
H (-10.500, -1.485, 0.578)
H (-9.953, -0.230, -0.548)
H (-11.209, 0.123, 0.673)
H (-2.687, 1.562, 1.222)
H (-2.543, 3.333, 1.014)
H (-2.489, 3.061, -1.214)
H (-4.052, 2.293, -1.251)
H (-2.228, 0.936, -2.308)
H (-1.296, 1.008, -0.812)
H (-2.820, -2.371, -1.666)
N (0.916, 3.214, -0.020)
C (0.383, 3.304, 1.199)
C (0.803, 4.208, 2.161)
C (1.844, 5.066, 1.843)
C (2.414, 4.984, 0.582)
C (1.914, 4.048, -0.311)
H (-0.419, 2.605, 1.407)
H (0.326, 4.235, 3.132)
H (2.205, 5.786, 2.566)
H (3.229, 5.633, 0.292)
H (2.330, 3.956, -1.310)
N (3.976, 2.988, -3.492)
C (4.062, 1.855, -2.790)
C (4.207, 0.602, -3.364)
C (4.263, 0.514, -4.745)
C (4.170, 1.678, -5.492)
C (4.033, 2.883, -4.820)
H (4.009, 1.966, -1.712)
H (4.283, -0.281, -2.746)
H (4.383, -0.447, -5.228)
H (4.208, 1.656, -6.572)
H (3.960, 3.817, -5.367)
N (-3.234, -1.195, 7.181)
C (-3.390, -0.045, 6.525)
C (-4.024, 1.063, 7.069)
C (-4.524, 0.971, 8.357)
C (-4.370, -0.220, 9.051)
C (-3.720, -1.268, 8.420)
H (-2.980, -0.015, 5.526)
H (-4.118, 1.973, 6.494)
H (-5.026, 1.814, 8.815)
H (-4.746, -0.335, 10.058)
H (-3.578, -2.217, 8.928)
N (6.297, -2.000, -2.631)
C (6.010, -3.281, -2.855)
C (6.381, -4.315, -2.009)
C (7.093, -3.999, -0.863)
C (7.402, -2.671, -0.614)
C (6.982, -1.714, -1.526)
H (5.456, -3.488, -3.764)
H (6.120, -5.337, -2.247)
H (7.402, -4.775, -0.175)
H (7.957, -2.380, 0.267)
H (7.206, -0.663, -1.372)
N (5.793, -6.637, -5.370)
C (6.814, -7.170, -6.040)
C (7.335, -6.627, -7.205)
C (6.766, -5.467, -7.704)
C (5.703, -4.900, -7.020)
C (5.257, -5.523, -5.865)
H (7.231, -8.077, -5.618)
H (8.167, -7.103, -7.705)
H (7.146, -5.011, -8.609)
H (5.230, -3.993, -7.371)
H (4.429, -5.111, -5.298)
N (8.158, 1.381, -4.143)
C (7.370, 2.435, -3.930)
C (7.846, 3.686, -3.565)
C (9.212, 3.853, -3.408)
C (10.044, 2.766, -3.623)
C (9.468, 1.558, -3.988)
H (6.312, 2.266, -4.055)
H (7.156, 4.504, -3.406)
H (9.622, 4.813, -3.122)
H (11.117, 2.849, -3.511)
H (10.086, 0.684, -4.167)
N (-1.366, -6.275, 4.484)
C (-1.511, -5.103, 3.867)
C (-2.118, -3.998, 4.445)
C (-2.605, -4.109, 5.739)
C (-2.461, -5.324, 6.392)
C (-1.837, -6.368, 5.726)
H (-1.118, -5.051, 2.857)
H (-2.202, -3.070, 3.894)
H (-3.080, -3.261, 6.219)
H (-2.825, -5.462, 7.402)
H (-1.705, -7.331, 6.207)

Output
Maximum force: 0.8 eV Å⁻¹
SMILES: C#CC(=O)O[C@@](F)(CCCCCOC)CCCS(=O)(=O)O.c1ccncc1.c1ccncc1.c1ccncc1.c1ccncc1.c1ccncc1.c1ccncc1.c1ccncc1
Net charge: 0
LUMO level: 0.21 eV
E: -86948.5116 eV